(1)
{
  "formula": "C12H22N3O5PSr",
  "method": "ωB97M-V with the def2-TZVPD basis set",
  "species": ["Sr", "C", "O", "C", "O", "C", "O", "C", "O", "C", "H", "H", "C", "H", "H", "C", "N", "C", "P", "O", "N", "C", "C", "N", "C", "C", "H", "H", "H", "H", "H", "H", "H", "H", "H", "H", "H", "H", "H", "H", "H", "H", "H", "H"],
  "coordinates": [[0.604128, -0.073617, 0.202224], [-1.341920, -1.440881, 1.452947], [-2.265630, -1.921893, 1.941804], [-1.937077, -0.346854, -0.905533], [-3.054488, -0.535805, -1.085006], [0.364681, -2.431559, -1.188769], [0.247869, -3.491249, -1.616583], [-1.383827, 1.800734, 0.721657], [-2.184454, 2.432070, 1.246632], [1.913759, 1.755155, -2.162178], [2.135393, 2.621097, -1.529058], [2.749559, 1.087058, -2.396135], [0.685130, 1.547021, -2.670249], [0.473702, 0.722785, -3.363633], [-0.152850, 2.225899, -2.466819], [2.116717, -3.008961, 2.785111], [2.745339, -1.699781, 2.592686], [3.710090, -1.635298, 1.481910], [2.186489, -0.297319, 3.281925], [1.610449, 0.617522, 2.213908], [0.968519, -0.737890, 4.308387], [-0.235167, 0.109659, 4.434042], [1.218373, -1.563440, 5.495251], [3.433870, 0.460826, 4.069451], [3.162342, 1.188641, 5.311090], [4.473921, 1.103083, 3.253506], [2.244970, -3.598435, 1.868541], [1.037573, -2.925215, 2.976799], [2.588083, -3.572612, 3.604845], [3.424097, -2.376574, 0.716991], [3.712204, -0.640417, 1.000617], [4.729610, -1.875032, 1.829270], [-1.106182, -0.536501, 4.631571], [-0.119243, 0.819248, 5.275175], [-0.409314, 0.675191, 3.505908], [0.344356, -2.203885, 5.674782], [2.096408, -2.207472, 5.375894], [1.358158, -0.942713, 6.391201], [2.725859, 0.517783, 6.058830], [4.118491, 1.570886, 5.686287], [2.480036, 2.043211, 5.164527], [5.155055, 1.622628, 3.934989], [5.042532, 0.358630, 2.686311], [4.061898, 1.842245, 2.549047]],
  "forces_ev_per_angstrom": [[1.2, 1.0, -0.1], [-3.7, -2.2, 2.5], [3.3, 1.7, -1.7], [-4.1, -0.8, -1.2], [3.5, 0.7, 0.5], [-0.3, -4.3, -1.7], [0.4, 3.8, 1.4], [-2.7, 2.5, 2.2], [2.6, -2.0, -1.8], [-0.5, -0.2, 0.1], [-0.1, -0.3, -0.2], [-0.2, 0.3, -0.1], [0.2, -0.1, 0.3], [0.2, 0.3, 0.3], [0.4, -0.1, -0.1], [0.0, -0.4, 0.2], [-0.5, 0.1, -0.8], [0.2, 0.0, 0.1], [0.1, 0.2, 0.8], [-0.3, -0.1, -0.7], [0.3, 0.2, -0.2], [0.1, 0.1, 0.1], [-0.1, -0.2, 0.3], [-0.2, -0.3, -0.1], [-0.5, 0.2, 0.3], [0.1, 0.0, -0.3], [0.0, 0.1, 0.2], [0.3, 0.0, 0.1], [-0.2, 0.1, -0.3], [0.2, 0.2, 0.2], [0.1, -0.3, 0.3], [-0.3, 0.1, -0.3], [0.3, 0.2, 0.0], [-0.2, -0.2, -0.4], [0.1, -0.2, 0.4], [0.2, 0.1, -0.1], [-0.2, 0.3, 0.0], [0.0, -0.2, -0.2], [0.2, 0.3, -0.1], [-0.3, -0.2, 0.0], [0.2, -0.1, 0.0], [-0.1, -0.2, -0.3], [0.0, 0.2, 0.2], [0.1, -0.1, 0.2]],
  "lumo_energy_ev": -7.6263,
  "de_lowest_ev": 0.0000,
  "homo_lumo_gap_ev": 7.0,
  "charge": 2
}


(2)
{
  "formula": "C12H22N4",
  "method": "ωB97M-V with the def2-TZVPD basis set",
  "species": ["C", "C", "N", "C", "C", "N", "C", "C", "H", "H", "H", "H", "H", "H", "H", "H", "H", "H", "H", "C", "C", "N", "C", "C", "N", "C", "C", "H", "H", "H", "H", "H", "H", "H", "H", "H", "H", "H"],
  "coordinates": [[2.839448, 2.097748, 4.418872], [4.099898, 1.663278, 3.623602], [3.569228, 1.190008, 2.375302], [4.097128, 0.177208, 1.591852], [3.348138, 0.012638, 0.367482], [2.278178, 0.949548, 0.437612], [2.454518, 1.707838, 1.645742], [1.178908, 1.023768, -0.422338], [2.108818, 1.288948, 4.408402], [2.470748, 3.007648, 3.945332], [3.072158, 2.204518, 5.478382], [4.655238, 0.818838, 4.031802], [4.807108, 2.462988, 3.403562], [5.037418, -0.265032, 1.886292], [3.759128, -0.473542, -0.504938], [2.014018, 2.651938, 1.930402], [0.419198, 0.310878, -0.101798], [1.495778, 0.737418, -1.425178], [0.849118, 2.058108, -0.325058], [-5.599212, -0.972102, -1.405658], [-4.621132, -0.144322, -2.344638], [-3.244702, -0.687282, -2.217798], [-2.212742, -0.018892, -2.811118], [-1.035692, -0.671592, -2.586538], [-1.353772, -1.777002, -1.823378], [-2.752862, -1.826582, -1.718788], [-0.421612, -2.828242, -1.316528], [-5.621362, -0.747052, -0.339368], [-5.392702, -2.042322, -1.396118], [-6.594582, -0.859762, -1.835428], [-4.631312, 0.924218, -2.129668], [-4.856212, -0.256582, -3.403048], [-2.433182, 0.872758, -3.379238], [-0.017822, -0.642562, -2.946418], [-3.294022, -2.728382, -1.473238], [0.548948, -2.384602, -1.094528], [-0.236862, -3.523682, -2.135268], [-0.783322, -3.310772, -0.408548]],
  "forces_ev_per_angstrom": [[1.3, -0.5, 0.6], [-1.2, -0.2, -0.2], [-0.8, -1.6, -3.5], [-1.6, 0.5, -2.3], [1.6, 1.0, 3.9], [3.2, 0.2, 1.5], [-0.1, -0.6, 0.6], [0.1, 0.1, 0.3], [-0.1, 0.2, -0.4], [-0.2, -0.1, 0.5], [0.1, 0.6, -0.1], [-0.1, 0.2, 0.4], [0.0, 0.3, 0.4], [-0.1, -0.2, -0.2], [-0.5, 0.0, -0.1], [-0.1, -0.1, -0.6], [-0.7, 0.0, 0.0], [-0.1, 0.4, -0.2], [-0.6, -0.1, -0.7], [0.2, 0.3, -1.0], [-0.8, -1.9, 1.2], [0.9, -0.3, -0.4], [0.9, 0.9, -0.4], [-0.4, -1.0, 0.5], [-2.9, -0.7, 0.0], [2.3, 0.4, 0.2], [0.2, 0.4, -0.8], [0.2, 0.8, -0.2], [0.1, 0.0, -0.6], [0.0, 0.0, 0.3], [0.3, -0.2, 0.3], [-0.4, -0.1, 0.1], [0.3, 0.0, 0.1], [-0.2, 0.8, 0.0], [0.0, 0.4, 0.6], [-0.2, 0.3, 0.1], [-0.2, -0.3, 0.2], [-0.2, 0.1, -0.3]],
  "lumo_energy_ev": [-3.1460, -3.1464],
  "homo_lumo_gap_ev": [3.3, 6.7],
  "charge": 1,
  "spin_multiplicity": 2
}


(3)
{
  "formula": "C12H22NO7P",
  "method": "ωB97M-V with the def2-TZVPD basis set",
  "species": ["O", "C", "O", "C", "C", "C", "N", "C", "C", "O", "P", "O", "O", "H", "H", "H", "H", "H", "H", "C", "C", "C", "O", "H", "H", "H", "H", "H", "H", "H", "H", "C", "C", "C", "O", "H", "H", "H", "H", "H", "H", "H", "H"],
  "coordinates": [[2.499459, 0.176669, 0.484052], [2.945156, -0.673892, 1.438271], [3.632637, -0.142377, 2.632891], [2.838552, -0.485454, 3.822683], [1.523562, 0.324793, 4.337260], [0.782943, -0.134328, 5.682050], [1.030603, -1.260133, 6.624764], [2.235806, -1.968418, 6.112298], [3.181260, -1.704572, 4.845648], [2.750652, -2.110816, 1.189392], [1.081139, -2.517471, 0.907260], [0.001618, -1.810899, 2.077061], [0.504466, -1.982210, -0.646612], [1.123749, 1.246191, 3.721015], [-0.148059, 0.545613, 6.001447], [2.545192, -2.909145, 6.783403], [4.116809, -2.392204, 4.644393], [0.339361, -2.160630, 2.969738], [0.301706, -0.997499, -0.539456], [-2.557464, -0.752490, -3.552456], [-3.385547, -0.975198, -2.296985], [-3.148611, 0.124702, -1.274335], [-3.044307, -2.234595, -1.723416], [-1.486331, -0.757821, -3.321497], [-2.728718, -1.558128, -4.274374], [-2.807942, 0.201745, -4.026327], [-4.448568, -1.011627, -2.558785], [-2.098409, 0.150446, -0.962681], [-3.741614, -0.055287, -0.371333], [-3.416821, 1.105205, -1.679968], [-2.101944, -2.211472, -1.487803], [0.496365, 2.322996, -4.221426], [-0.331719, 2.100287, -2.965955], [-0.094784, 3.200188, -1.943305], [0.009522, 0.840891, -2.392386], [1.567497, 2.317664, -3.990467], [0.325110, 1.517357, -4.943343], [0.245887, 3.277230, -4.695297], [-1.394739, 2.063858, -3.227755], [0.955420, 3.225930, -1.631651], [-0.687786, 3.020197, -1.040303], [-0.362993, 4.180691, -2.348938], [0.951884, 0.864013, -2.156773]],
  "forces_ev_per_angstrom": [[3.0, -5.2, 6.6], [-2.1, 3.7, -5.4], [-3.5, -2.7, -0.4], [-2.9, -1.4, 5.0], [1.7, -2.5, 1.0], [0.6, -0.2, -0.6], [4.3, 1.9, -6.6], [0.2, 0.5, -0.7], [-2.4, 2.2, -0.3], [-0.4, 5.1, 1.8], [-2.0, -2.4, -1.1], [2.8, -0.4, -0.5], [0.7, 2.0, 3.8], [0.8, -2.1, 1.5], [2.3, -1.7, -0.9], [-0.7, 2.3, -1.7], [-2.2, 1.5, 0.5], [-0.7, 0.7, -1.7], [0.2, -1.3, -0.7], [0.0, -0.2, -0.3], [0.6, 0.1, 0.1], [-0.2, 0.1, 0.3], [0.0, -0.2, 0.1], [-0.2, 0.1, 0.1], [-0.1, 0.1, 0.1], [0.0, -0.1, 0.0], [0.1, -0.2, 0.1], [-0.1, 0.0, -0.2], [0.0, 0.0, -0.2], [0.1, 0.0, 0.1], [-0.3, 0.0, -0.1], [-0.1, -0.1, -0.3], [0.6, 0.3, 0.1], [-0.2, 0.1, 0.2], [0.2, -0.3, 0.3], [-0.1, 0.1, 0.1], [-0.1, 0.1, 0.1], [0.1, -0.1, 0.0], [0.1, -0.2, 0.1], [0.0, 0.0, -0.2], [0.0, 0.0, -0.2], [0.1, -0.1, 0.1], [-0.3, 0.1, -0.1]],
  "lumo_energy_ev": -1.0254,
  "smiles": "O=C(Oc1ccncc1)OP(O)O.CC(C)O.CC(C)O",
  "homo_lumo_gap_ev": 8.7,
  "charge": 0
}